No. 1
46
Properties=species:S:1:pos:R:3 method="wB97M-V/def2-TZVPD" total_energy_ha=-1243.68685 homo_energy_ev=-4.774 gap_ev=7.11 lumo_energy_ha=0.086 charge=-1 fmax_ev_per_a=5.27
Li -0.84703 -0.17800 -0.53854
N -0.74024 0.09336 -3.59197
O -1.56604 1.02759 -3.63441
O -0.20163 -0.32992 -4.62953
O -0.46004 -0.33911 -2.51340
N -3.93266 0.67451 -0.69894
O -3.77522 1.46153 -1.58507
O -5.01968 0.24952 -0.38439
O -2.90343 0.25165 -0.14539
C 2.41276 -1.71545 -0.53739
C 1.52259 -1.76454 0.72244
N 0.05900 -1.81275 0.47744
C -0.63163 -1.82601 1.77070
C -0.56301 -0.60241 2.58731
C -0.14257 -3.05126 -0.38921
C -1.62718 -3.19731 -0.75382
H 3.44030 -1.48598 -0.25527
H 2.08052 -0.99499 -1.28482
H 2.46653 -2.68145 -1.03944
H 1.83406 -2.55494 1.40534
H 1.77473 -0.87330 1.29708
H -1.70414 -1.99158 1.66865
H -0.34395 -2.72286 2.31933
H -0.47311 0.29241 1.97141
H -1.39507 -0.55951 3.29011
H 0.36176 -0.60379 3.16428
H 0.19978 -3.94223 0.13717
H 0.40061 -3.06870 -1.33407
H -1.65313 -3.94786 -1.54382
H -2.18423 -2.36832 -1.19037
H -2.17748 -3.65054 0.07071
C 3.73156 2.82702 1.36528
C 2.42580 2.09100 0.95114
O 1.40395 3.06449 0.70091
C 0.26065 2.72247 0.03238
O 0.08101 1.60063 -0.43417
O -0.56639 3.77398 -0.05039
C -1.79770 3.59425 -0.71696
H 4.45841 2.02746 1.22215
H 3.71970 3.30029 2.34710
H 3.93974 3.54884 0.57551
H 1.97458 1.50805 1.75406
H 2.50010 1.37458 0.13302
H -2.58047 3.07404 -0.16491
H -1.64214 3.08256 -1.66674
H -2.12019 4.62255 -0.88034

---

No. 2
37
Properties=species:S:1:pos:R:3 method="wB97M-V/def2-TZVPD" total_energy_ha=-570.68940 homo_energy_ev=-4.375 gap_ev=7.49 lumo_energy_ha=0.115 charge=-1 fmax_ev_per_a=1.15
C 1.33483 -2.33124 2.23776
C 1.87598 -1.17558 1.80889
C 1.39425 0.22406 2.11241
B -0.23680 0.41968 1.72590
C -1.11246 0.08906 3.08964
C -2.54342 -0.50896 2.92871
C -3.08505 -0.56111 1.51866
O -4.40630 -1.20194 1.52490
H 0.78173 -2.35538 3.16920
H 1.46167 -3.24350 1.66688
H 2.73628 -1.27715 1.14265
H 1.54679 0.36799 3.19081
H 2.04278 0.88824 1.53478
H -0.43924 -0.34050 0.79381
H -0.37307 1.59820 1.38104
H -0.53564 -0.62046 3.68969
H -1.18418 0.99004 3.70623
H -3.24206 0.11477 3.49723
H -2.60148 -1.49845 3.38915
H -3.24605 0.43306 1.11337
H -2.45415 -1.15756 0.86746
H -4.23685 -2.12569 1.35696
C 1.05341 0.58972 -5.00126
C 0.04882 0.96462 -3.92171
O 0.14117 0.18794 -2.75136
C 1.38159 0.23886 -2.06243
C 1.76813 1.63079 -1.59762
H 0.95208 -0.46418 -5.26610
H 0.88723 1.19283 -5.89613
H 2.08140 0.75308 -4.67557
H -0.96234 0.80213 -4.29874
H 0.12621 2.03250 -3.68299
H 2.17389 -0.20297 -2.68187
H 1.26836 -0.40400 -1.18964
H 1.91249 2.31875 -2.43557
H 2.70045 1.59247 -1.03307
H 0.98954 2.03990 -0.95210

---

No. 3
44
Properties=species:S:1:pos:R:3 method="wB97M-V/def2-TZVPD" relative_energy_kcal_mol=23.4 total_energy_ha=-2675.25942 homo_energy_ev="-15.463 / -15.535" gap_ev="9.55 / 6.97" lumo_energy_ha="-0.217 / -0.315" charge=+2 s2=6.010 multiplicity=5 fmax_ev_per_a=2.84
Co 1.30267 -0.70273 -0.07678
C -1.42495 -0.54308 4.27347
N -0.92065 -1.45936 3.21427
C -0.23205 -2.68375 3.57390
C -0.95825 -1.15540 1.92337
O -0.26388 -1.75704 1.06949
C -1.82972 0.05259 1.50083
O -1.00595 1.24263 1.61416
C -1.13689 2.12667 0.50707
C -0.87351 1.41694 -0.80397
O -0.36828 0.25930 -0.87444
N -1.25824 2.09978 -1.92408
C -1.52801 1.37920 -3.14347
C -1.29477 3.54178 -2.00667
H -0.69933 -0.59899 5.08903
H -2.33192 -1.00518 4.73119
H -1.55701 0.46447 3.94382
H 0.87386 -2.57436 3.64676
H -0.45931 -3.49842 2.83485
H -0.54214 -3.04651 4.58819
H -2.72574 0.18647 2.17697
H -2.09814 -0.10545 0.46765
H -0.30704 2.84163 0.73111
H -2.16718 2.59499 0.48763
H -1.03384 0.40399 -3.03159
H -1.10577 1.85996 -4.03505
H -2.62605 1.29619 -3.28063
H -2.09542 3.75570 -2.72393
H -0.31924 3.90913 -2.41616
H -1.54134 4.02655 -1.04892
N 2.43882 -0.02856 -1.62652
N 2.25676 -0.71742 -2.85418
C 1.87157 -2.00636 -2.74819
N 1.62394 -2.66609 -3.88828
S 1.69909 -2.63561 -1.17771
H 2.25953 0.96561 -1.71429
H 3.27376 -0.29612 -1.10742
H 2.89706 -0.37993 -3.57234
H 1.28062 -2.18898 -4.68783
H 1.14322 -3.53686 -3.71933
C 2.73172 -0.23519 1.37283
H 2.92060 0.82223 1.32618
H 3.63448 -0.82417 0.98587
H 2.49692 -0.60026 2.40320

---

No. 4
45
Properties=species:S:1:pos:R:3 method="wB97M-V/def2-TZVPD" relative_energy_kcal_mol=0.0 total_energy_ha=-2192.23997 homo_energy_ev="-4.100 / -3.954" gap_ev="6.96 / 6.81" lumo_energy_ha="0.105 / 0.105" charge=-1 s2=3.769 multiplicity=4 fmax_ev_per_a=3.13
Cr 8.50497 12.68260 -20.84116
C 8.47622 12.85700 -17.40630
O 8.42767 12.72385 -18.77466
H 8.12026 11.91093 -16.95319
H 9.43106 13.11108 -16.93500
H 7.66024 13.53788 -17.10596
C 11.85890 12.61001 -21.23638
O 10.57524 12.68365 -20.79433
H 12.04394 11.74995 -21.90679
H 12.18325 13.50363 -21.80623
H 12.60974 12.55331 -20.43081
C 7.33683 9.66811 -21.36842
O 8.09072 10.74126 -20.97809
H 7.90215 8.73229 -21.49111
H 6.49881 9.53465 -20.65945
H 6.83141 9.89773 -22.33131
C 8.10049 15.99290 -20.70120
O 8.28141 14.69867 -21.10827
H 7.96153 15.98855 -19.60195
H 8.98785 16.63663 -20.81340
H 7.20952 16.50982 -21.09244
C 5.10455 11.63896 -18.70222
O 4.38030 12.13727 -19.80984
C 5.01669 12.78550 -20.77147
O 6.17291 12.75964 -21.05906
O 4.15578 13.65646 -21.30546
C 4.68067 14.59673 -22.23667
H 5.58721 10.69151 -18.94444
H 4.44578 11.45470 -17.85531
H 5.88824 12.30032 -18.32858
H 3.85028 14.79906 -22.91287
H 5.52152 14.17628 -22.78591
H 4.99998 15.52165 -21.75909
C 9.69369 10.28980 -23.88873
O 9.50482 11.46431 -24.66094
C 9.15712 12.58702 -24.06872
O 8.73086 12.63382 -22.95190
O 9.44225 13.60374 -24.85681
C 8.99132 14.86394 -24.38479
H 8.91747 9.91679 -23.22846
H 10.65551 10.35579 -23.37520
H 9.88309 9.53110 -24.65584
H 9.10843 15.57580 -25.21131
H 9.59910 15.37416 -23.63825
H 7.93378 14.86701 -24.14007

---

No. 5
53
Properties=species:S:1:pos:R:3 method="wB97M-V/def2-TZVPD" total_energy_ha=-3801.89180 homo_energy_ev=-8.516 gap_ev=8.00 lumo_energy_ha=-0.019 charge=0 fmax_ev_per_a=6.15
C -4.45611 -0.90647 -1.05026
C -3.53526 0.12093 -0.65802
Si -1.62516 -0.17227 -0.49186
C -0.83032 1.09778 -1.73280
C -1.53638 2.55915 -1.62469
S -0.94228 3.69331 -3.02029
C 0.37299 2.70148 -3.87635
N -0.03520 1.80052 -4.92899
N 1.13241 1.18412 -5.33178
C 2.19646 1.70783 -4.54944
O 1.75506 2.69067 -3.59819
C -1.35254 -1.99453 -1.05925
P -2.02811 -3.27674 0.18074
O -2.25569 -2.69806 1.57107
O -0.91859 -4.58012 0.13632
O -3.50466 -3.91210 -0.44696
O -1.24943 0.14827 1.15458
Si 0.37582 -0.14871 1.62087
P 0.26806 -1.54213 3.37820
P 2.12804 -2.63744 3.62902
O 1.87574 -4.13353 3.36052
O 3.43814 -2.04075 2.73180
O 2.56388 -2.52155 5.28628
P 1.78784 -0.84672 0.09145
N 3.19640 -0.06932 0.36995
C 1.06920 1.51692 2.35185
I 2.67566 1.20010 3.81398
C 1.48843 2.58292 1.21934
C 0.54403 3.89050 1.36016
H -5.34720 -1.13593 -0.38063
H -4.31959 -1.45277 -2.04543
H -3.93837 1.16801 -0.38373
H 0.27559 1.28429 -1.52993
H -1.02748 0.63254 -2.77250
H -2.66803 2.51200 -1.72358
H -1.20078 3.09357 -0.66343
H 3.27962 1.38677 -4.61738
H -0.29124 -2.23031 -1.40141
H -2.01791 -2.12266 -1.99903
H -0.67126 -4.70252 -0.81619
H -3.40755 -4.10320 -1.40655
H 0.04695 -0.67956 4.51300
H 3.88600 -2.84795 2.36773
H 2.67425 -3.43973 5.62453
H 2.07914 -2.24998 0.32536
H 1.45297 -0.56272 -1.26970
H 3.46048 0.45623 -0.48708
H 0.20026 1.99772 2.94234
H 2.56532 2.91946 1.43154
H 1.49521 2.14054 0.16889
H 0.52753 4.53475 0.40939
H 0.88288 4.46980 2.28687
H -0.53522 3.51757 1.53967

---

No. 6
43
Properties=species:S:1:pos:R:3 method="wB97M-V/def2-TZVPD" total_energy_ha=-1920.29869 homo_energy_ev=-8.423 gap_ev=8.84 lumo_energy_ha=0.015 charge=0 fmax_ev_per_a=5.31
C -1.69457 4.76115 0.27370
C -1.04052 3.54527 1.12671
I 1.14871 3.51924 0.88250
C -1.47947 3.71192 2.68311
O -0.70275 2.88842 3.58709
C -1.36674 1.67988 3.92155
O -1.67561 1.50456 5.13231
O -1.66954 0.62849 3.02366
C -0.43050 0.13661 2.39337
C -0.80456 -0.09106 0.82364
N -1.16509 -1.51072 0.54555
H -0.99626 5.65870 0.31519
H -2.72480 4.96841 0.73414
H -1.87480 4.40619 -0.80652
H -1.41763 2.56092 0.69506
H -2.61216 3.57250 2.77017
H -1.23634 4.81324 2.93697
H 0.42866 0.89507 2.51237
H -0.05015 -0.83742 2.88617
H 0.09947 0.29477 0.23553
H -1.75666 0.52968 0.61244
H -1.33591 -1.54478 -0.47574
H -0.42416 -2.16960 0.81342
C -1.05271 -6.06469 -1.03041
S -0.43971 -4.78868 -2.15122
O -0.38590 -3.50745 -1.38400
C -1.91365 -4.73426 -3.19277
H -0.30013 -6.23834 -0.26034
H -1.98147 -5.73426 -0.56196
H -1.21990 -6.98848 -1.58718
H -2.78832 -4.48816 -2.58782
H -2.05234 -5.70202 -3.67805
H -1.77126 -3.96578 -3.95350
C 4.05616 -0.14525 -2.64977
S 3.81358 0.18896 -0.89197
O 2.38016 -0.08982 -0.57659
C 4.00180 1.98052 -1.01746
H 3.94297 -1.21721 -2.81612
H 3.31121 0.39376 -3.23780
H 5.06157 0.16194 -2.94339
H 3.26048 2.38587 -1.70862
H 5.00897 2.21798 -1.36503
H 3.84989 2.41393 -0.02842

---

No. 7
41
Properties=species:S:1:pos:R:3 method="wB97M-V/def2-TZVPD" total_energy_ha=-1244.71422 homo_energy_ev=-9.480 gap_ev=9.56 lumo_energy_ha=0.003 charge=0 fmax_ev_per_a=9.81
C 2.09077 -0.31956 3.09776
C 2.07224 -1.70655 2.75836
O 1.69674 -2.92522 1.96656
S 0.27327 -3.64203 2.66304
O 0.41726 -3.35941 4.20954
O -1.14590 -2.94243 2.03058
C -1.30382 -1.53290 2.41893
C -2.92058 -1.12631 2.29417
H 2.28318 0.84720 3.26241
H -1.00438 -1.28215 3.52192
H -0.62820 -0.82825 1.73201
H -3.27437 -0.41175 3.16641
H -3.16761 -0.63482 1.23468
H -3.49959 -2.16126 2.41386
C 2.17127 -0.28019 -1.06524
C 0.74315 0.21772 -0.98307
O 0.39908 0.48329 0.36875
H 2.29611 -1.19065 -0.47012
H 2.45072 -0.49387 -2.10074
H 2.86482 0.46334 -0.65909
H 0.05173 -0.53686 -1.36952
H 0.61329 1.13532 -1.56518
H 1.01350 1.16057 0.70010
C 2.11774 -1.21587 -6.06494
C 0.76588 -1.08991 -5.39353
O 0.80266 -0.05793 -4.41885
H 2.89496 -1.43750 -5.32635
H 2.10741 -2.01052 -6.81624
H 2.39849 -0.27541 -6.55023
H 0.49917 -2.02454 -4.89139
H -0.01475 -0.85544 -6.12383
H 1.03210 0.76926 -4.87614
C -2.70993 2.85891 2.39619
C -1.56246 3.84721 2.42366
O -0.32402 3.15393 2.37935
H -2.64520 2.17057 3.24513
H -3.67208 3.37740 2.43430
H -2.67399 2.24859 1.48788
H -1.58940 4.43978 3.34286
H -1.61280 4.53091 1.57058
H -0.30646 2.63736 1.55542

---

No. 8
46
Properties=species:S:1:pos:R:3 method="wB97M-V/def2-TZVPD" total_energy_ha=-4173.22895 homo_energy_ev=-12.021 gap_ev=6.88 lumo_energy_ha=-0.189 charge=+1 fmax_ev_per_a=4.47
C 4.45380 1.80924 -0.38886
C 3.74650 0.54340 -0.84358
C 2.46218 0.23472 -0.02820
C 1.23639 0.24784 -0.92963
P -0.46439 -0.28503 -0.30081
C 0.11608 -0.73648 1.53350
O 0.40195 0.17367 2.50407
C -0.40029 0.13815 3.67820
C -2.26411 -1.02468 0.13409
O -2.84378 -1.40502 -1.09286
N -3.68535 -2.57401 -0.93894
O -4.41706 -2.68108 -1.81215
C -1.05244 1.46896 0.10903
C -1.98904 2.05714 -0.93476
C -2.71899 3.28780 -0.40931
Br -1.04001 2.58034 -2.55260
P 0.28780 -2.52256 -0.91261
O 1.63502 -2.89490 -0.43628
O -0.82589 -3.78011 -0.13856
O 0.14213 -2.75428 -2.46262
H 4.75382 1.72066 0.65222
H 5.36827 1.93751 -0.96617
H 3.85530 2.70054 -0.56302
H 4.43799 -0.29199 -0.74649
H 3.48740 0.59592 -1.90091
H 2.38830 1.03393 0.71002
H 2.62637 -0.71372 0.47302
H 1.10476 1.24756 -1.33737
H 1.46334 -0.37799 -1.80140
H -0.94836 -0.16815 -1.64722
H -0.87596 -1.26281 1.79812
H 0.91887 -1.50438 1.45822
H -0.19476 -0.76674 4.24996
H -0.10798 0.98870 4.28156
H -1.45901 0.22953 3.43338
H -2.92101 -0.29466 0.60486
H -2.34048 -1.94393 0.77942
H -1.62692 1.47411 1.03881
H -0.20475 2.12563 0.29337
H -2.74130 1.33299 -1.24205
H -2.04360 4.13648 -0.36699
H -3.14729 3.08485 0.57080
H -3.54374 3.52844 -1.07485
H -1.03275 -4.56587 -0.65098
H 0.83018 -3.37993 -2.74469
Be -0.82719 -2.74980 0.92126

---

No. 9
60
Properties=species:S:1:pos:R:3 method="wB97M-V/def2-TZVPD" smiles="C[N+](=O)[O-].C[N+](=O)[O-].C[N+](=O)[O-].C[N+](=O)[O-].C[N+](=O)[O-].ClCCl.ClCCl.ClCCl.ClCCl.ClCCl" relative_energy_kcal_mol=47.6 total_energy_ha=-6023.55989 homo_energy_ev=-10.728 gap_ev=10.52 lumo_energy_ha=-0.008 charge=0 fmax_ev_per_a=4.41
C 2.78476 0.13415 -5.39307
N 4.06227 0.61701 -5.85687
O 4.97759 0.60811 -5.05987
O 4.16540 1.20379 -6.98038
H 1.98016 0.73278 -5.82013
H 2.61451 0.06437 -4.31871
H 2.71250 -0.83524 -5.88617
C -2.60999 -3.84027 -5.32341
N -2.81628 -2.63372 -4.57479
O -2.32281 -1.54713 -4.93733
O -3.46286 -2.81197 -3.56002
H -3.28509 -4.60430 -4.93794
H -1.56247 -4.13646 -5.26782
H -2.84698 -3.66249 -6.37236
C 1.62662 -5.64406 0.31639
N 0.48055 -4.88059 -0.21115
O 0.53233 -4.48760 -1.40051
O -0.50924 -4.72204 0.48340
H 2.51113 -5.21401 -0.15350
H 1.54491 -6.68594 0.00670
H 1.61407 -5.62176 1.40609
C -1.12640 0.72739 0.06361
N -1.35519 0.92042 1.49868
O -1.35720 2.03821 1.86729
O -1.62277 -0.02966 2.23607
H -2.12085 0.44900 -0.28520
H -0.34462 -0.02267 -0.05617
H -0.69125 1.64341 -0.33595
C 6.32712 2.43680 0.11314
N 5.32568 1.29825 0.09926
O 4.28371 1.55415 -0.45180
O 5.52076 0.34485 0.86621
H 7.27682 1.90838 0.19657
H 6.25040 3.07738 0.99169
H 6.26375 2.98406 -0.82740
Cl -0.72409 3.96481 8.88319
C -1.41408 4.21455 7.29691
Cl -3.04143 3.48683 7.25648
H -1.44493 5.28721 7.10567
H -0.88987 3.71339 6.48319
Cl 1.50601 6.12715 0.10721
C 3.03798 6.56029 0.90165
Cl 2.88815 6.11521 2.66324
H 3.78522 5.97315 0.36781
H 3.23393 7.62617 0.78501
Cl -4.13726 4.42948 -2.35472
C -4.82215 3.39376 -3.62930
Cl -6.32712 4.02752 -4.29808
H -4.06499 3.39730 -4.41339
H -4.97559 2.37386 -3.27665
Cl -0.22544 -1.68816 7.59436
C 0.08216 -3.06072 6.51768
Cl 1.67854 -2.98804 5.74425
H 0.03076 -4.02557 7.02220
H -0.67083 -3.10811 5.73100
Cl -6.83927 -3.96955 1.14225
C -5.62727 -3.31354 2.25428
Cl -5.01891 -4.43897 3.50053
H -4.75630 -2.97908 1.69069
H -6.08426 -2.48149 2.78999

---

No. 10
43
Properties=species:S:1:pos:R:3 method="wB97M-V/def2-TZVPD" relative_energy_kcal_mol=0.0 total_energy_ha=-1811.94379 homo_energy_ev="-19.757 / -19.823" gap_ev="6.75 / 5.56" lumo_energy_ha="-0.478 / -0.524" charge=+3 s2=3.838 multiplicity=4 fmax_ev_per_a=6.60
C 1.87427 1.21979 1.26951
I -0.75726 0.28305 -2.42391
H 2.26765 0.44561 1.94799
H 1.13603 1.79991 1.83610
H 2.70533 1.87408 0.97646
Re 0.96856 0.12564 -0.21690
P 2.84205 0.45853 -1.46268
C 3.07140 2.03230 -2.37254
C 4.42143 0.36128 -0.53317
H 2.84385 -1.78150 -2.39279
H 4.09255 -0.72538 -3.12719
H 2.37356 -0.54919 -3.61228
C 3.05229 -0.77914 -2.78332
H 4.46470 -0.55596 0.06582
H 5.24194 0.35971 -1.26064
H 4.03892 1.98963 -2.88803
H 3.06801 2.88460 -1.68113
H 4.52969 1.22978 0.12537
H 2.27171 2.16387 -3.11090
C 0.55633 2.01310 -0.64390
O 0.35166 3.15793 -0.76777
Cl 1.98646 -1.97565 0.33778
C -2.99568 1.53197 1.96385
N -3.06410 0.12297 1.62673
C -3.91177 -0.67150 2.51171
C -2.02306 -0.48422 0.96526
N -0.84744 0.12159 0.93535
N -2.32223 -1.67001 0.40155
C -3.62880 -1.90100 -0.20680
C -1.29404 -2.60424 -0.00560
H -3.99362 1.81470 2.32407
H -2.75663 2.13249 1.07184
H -2.26552 1.72058 2.77400
H -4.96477 -0.53163 2.24012
H -3.65946 -1.73491 2.45516
H -3.76640 -0.31469 3.54202
H -0.89713 0.92116 1.57217
H -3.48886 -2.10873 -1.27821
H -4.09372 -2.77677 0.26813
H -4.29146 -1.03776 -0.10018
H -0.88944 -2.34557 -0.99859
H -0.47148 -2.62518 0.71981
H -1.77554 -3.59122 -0.06427